C35H70BrN2O12PS | ωB97M-V with the def2-TZVPD basis set

## Properties
**Lowest unoccupied orbital energy**: -0.211 eV
**Charge**: 0
**Orbital gap**: 6.447 eV

Atoms and positions in Å:
C  0.85  1.26  6.19
C  -0.61  1.94  6.40
C  -1.53  1.54  5.11
C  -2.64  2.66  4.88
C  -2.93  3.21  3.42
C  -2.48  2.38  2.11
C  -3.19  0.94  2.31
C  -2.25  -0.37  2.23
C  -4.49  0.62  1.43
C  -5.88  1.22  2.06
C  -3.24  3.22  0.93
C  -2.87  4.78  0.83
O  -2.15  5.23  -0.14
O  -3.41  5.77  1.65
O  -3.06  2.72  -0.40
C  -1.83  2.08  -0.68
Br  -1.16  2.99  -2.38
C  -2.17  0.61  -1.22
O  -3.39  0.69  -2.02
C  -3.43  -0.39  -2.99
C  -3.22  -1.85  -2.38
C  -0.64  2.24  0.35
N  0.30  1.09  0.11
C  1.70  1.41  0.60
C  2.11  0.52  1.90
N  -1.01  2.37  1.83
P  0.02  3.56  2.70
S  0.31  5.28  1.90
H  1.66  1.75  6.82
H  0.71  0.14  6.42
H  1.19  1.36  5.09
H  -0.52  3.07  6.54
H  -1.05  1.51  7.37
H  -2.07  0.57  5.43
H  -0.80  1.33  4.27
H  -2.39  3.54  5.58
H  -3.63  2.24  5.30
H  -4.08  3.31  3.32
H  -2.57  4.31  3.43
H  -3.66  0.81  3.36
H  -1.76  -0.47  3.28
H  -1.38  -0.30  1.50
H  -2.78  -1.35  2.04
H  -4.68  -0.52  1.55
H  -4.42  0.76  0.31
H  -6.75  1.17  1.33
H  -6.10  0.56  2.99
H  -5.76  2.29  2.43
H  -4.38  3.27  1.12
H  -2.18  -0.22  -0.46
H  -1.34  0.35  -1.99
H  -4.50  -0.37  -3.44
H  -2.73  -0.20  -3.89
H  -2.12  -2.01  -2.09
H  -3.83  -1.95  -1.40
H  -3.48  -2.70  -3.12
H  -0.02  3.16  0.01
H  0.47  0.99  -0.92
H  1.89  2.52  0.76
H  2.45  1.08  -0.22
H  2.87  -0.28  1.57
H  1.20  -0.03  2.31
H  2.66  1.16  2.69
H  -0.53  1.50  2.19
H  -0.34  3.79  4.07
H  1.36  3.00  2.82
O  0.57  -1.49  -1.28
C  1.59  -1.81  -1.86
O  2.32  -0.87  -2.49
C  3.64  -1.11  -3.03
C  3.55  -1.66  -4.44
C  1.99  -3.25  -1.98
H  4.23  -1.74  -2.36
H  4.13  -0.14  -3.06
H  3.05  -2.63  -4.46
H  4.55  -1.78  -4.86
H  2.98  -0.99  -5.08
H  1.48  -3.70  -2.84
H  1.68  -3.77  -1.07
H  3.06  -3.40  -2.07
O  6.19  -3.30  -3.45
C  6.96  -2.97  -2.58
O  7.87  -3.84  -2.11
C  8.95  -3.49  -1.23
C  8.50  -3.53  0.22
C  6.85  -1.61  -1.93
H  9.39  -2.53  -1.51
H  9.72  -4.24  -1.38
H  7.71  -2.80  0.42
H  9.34  -3.32  0.89
H  8.09  -4.51  0.47
H  6.11  -1.66  -1.13
H  6.52  -0.90  -2.69
H  7.79  -1.23  -1.55
O  -3.21  -3.20  4.37
C  -2.51  -4.05  3.87
O  -2.44  -4.17  2.54
C  -1.49  -5.00  1.85
C  -2.01  -6.42  1.72
C  -1.78  -5.04  4.73
H  -0.51  -4.95  2.32
H  -1.38  -4.57  0.85
H  -2.14  -6.89  2.70
H  -1.31  -7.03  1.14
H  -2.98  -6.43  1.22
H  -2.45  -5.87  4.97
H  -1.49  -4.55  5.66
H  -0.87  -5.42  4.29
O  -0.79  0.46  -7.39
C  -0.81  1.67  -7.28
O  0.10  2.42  -7.93
C  0.03  3.85  -8.04
C  0.68  4.51  -6.83
C  -1.78  2.34  -6.35
H  -0.99  4.18  -8.20
H  0.59  4.11  -8.94
H  0.16  4.26  -5.91
H  0.68  5.60  -6.95
H  1.71  4.17  -6.72
H  -1.36  2.35  -5.35
H  -2.71  1.76  -6.34
H  -2.05  3.34  -6.66



C35H70F3N8O3PSSb | ωB97M-V with the def2-TZVPD basis set

## Properties
**Relative energy (zero: lowest compared OMol25 entry of this formula, charge and spin)**: 39.21 kJ/mol
**Lowest unoccupied orbital energy**: 2.037 eV
**Charge**: -1
**Orbital gap**: 6.913 eV

Atoms and positions in Å:
C  1.38  -3.12  5.18
C  0.30  -3.71  4.30
O  0.92  -4.31  3.16
C  -0.76  -2.71  3.85
O  -0.20  -1.49  3.49
Sb  -0.49  -0.94  1.53
S  -3.01  -1.25  1.71
C  -0.73  1.17  2.07
C  -1.33  1.42  3.44
C  -0.39  1.28  4.65
C  1.09  1.31  4.35
N  1.83  0.79  5.54
C  1.70  -0.77  1.29
C  2.20  0.45  0.53
O  3.06  0.13  -0.57
C  4.32  -0.30  -0.18
C  5.37  0.80  -0.35
F  6.42  0.55  0.49
F  4.90  2.03  -0.06
F  5.89  0.83  -1.61
P  -0.85  -0.49  -0.98
N  -2.12  0.41  -1.38
H  2.14  -2.62  4.60
H  0.95  -2.45  5.92
H  1.88  -3.93  5.72
H  -0.22  -4.49  4.88
H  0.24  -4.83  2.74
H  -1.48  -2.58  4.67
H  -1.29  -3.20  3.03
H  -0.36  -2.64  1.13
H  -3.21  -1.18  3.03
H  0.19  1.72  1.91
H  -1.43  1.56  1.32
H  -1.72  2.45  3.42
H  -2.20  0.79  3.61
H  -0.59  0.33  5.13
H  -0.62  2.05  5.39
H  1.46  2.32  4.15
H  1.33  0.68  3.49
H  1.80  -0.22  5.48
H  2.80  1.05  5.43
H  2.17  -0.86  2.26
H  1.99  -1.66  0.73
H  1.40  1.07  0.14
H  2.75  1.10  1.21
H  4.37  -0.64  0.85
H  4.62  -1.12  -0.83
H  0.31  0.09  -1.55
H  -0.99  -1.76  -1.60
H  -2.62  0.69  -0.54
C  -0.81  3.52  -3.16
C  -2.31  3.72  -3.30
C  -2.80  5.02  -2.65
C  -2.58  5.07  -1.21
N  -2.40  5.10  -0.07
H  -0.53  3.42  -2.11
H  -0.52  2.60  -3.67
H  -0.25  4.35  -3.59
H  -2.83  2.87  -2.87
H  -2.59  3.76  -4.36
H  -3.87  5.15  -2.83
H  -2.29  5.88  -3.10
C  2.44  -7.31  -1.18
C  2.99  -6.78  0.14
C  2.27  -7.37  1.37
C  0.86  -7.00  1.39
N  -0.23  -6.65  1.39
H  1.39  -7.05  -1.30
H  2.99  -6.89  -2.02
H  2.53  -8.40  -1.23
H  2.90  -5.69  0.16
H  4.05  -7.02  0.22
H  2.74  -7.00  2.28
H  2.36  -8.46  1.38
C  -2.57  -5.85  -2.89
C  -2.34  -6.08  -1.40
C  -1.64  -4.90  -0.72
C  -0.30  -4.67  -1.24
N  0.76  -4.49  -1.65
H  -1.62  -5.73  -3.42
H  -3.09  -6.70  -3.33
H  -3.17  -4.96  -3.07
H  -1.75  -6.98  -1.25
H  -3.30  -6.23  -0.91
H  -1.56  -5.07  0.35
H  -2.23  -3.98  -0.85
C  -2.77  5.17  6.73
C  -2.50  4.95  8.21
C  -2.14  3.50  8.54
C  -3.25  2.58  8.27
N  -4.14  1.89  8.06
H  -3.63  4.59  6.39
H  -2.99  6.23  6.53
H  -1.91  4.89  6.12
H  -3.36  5.26  8.80
H  -1.66  5.58  8.52
H  -1.88  3.42  9.60
H  -1.27  3.19  7.97
C  3.10  1.86  -3.97
C  3.04  1.93  -5.49
C  3.22  3.36  -6.03
C  2.14  4.24  -5.58
N  1.28  4.88  -5.18
H  2.30  2.44  -3.51
H  3.00  0.83  -3.63
H  4.06  2.24  -3.60
H  2.09  1.53  -5.84
H  3.83  1.31  -5.92
H  3.23  3.36  -7.12
H  4.17  3.77  -5.70
C  -0.97  3.58  -7.70
C  -1.97  3.59  -8.85
C  -3.35  4.11  -8.45
C  -4.01  3.27  -7.46
N  -4.52  2.61  -6.67
H  -1.29  2.92  -6.90
H  0.00  3.24  -8.04
H  -0.84  4.58  -7.28
H  -2.06  2.58  -9.27
H  -1.59  4.22  -9.66
H  -4.00  4.17  -9.33
H  -3.27  5.13  -8.06



C35H71F4O15P2S | ωB97M-V with the def2-TZVPD basis set

## Properties
**Lowest unoccupied orbital energy**: 1.689 eV
**Charge**: -1
**Orbital gap**: 5.634 eV

Atoms and positions in Å:
C  0.86  1.66  1.37
C  0.69  2.02  -0.11
C  -0.46  2.99  -0.37
C  -1.25  2.72  -1.65
C  -1.82  1.29  -1.67
C  -3.02  1.13  -2.62
C  -4.37  0.82  -1.97
O  -4.81  -0.54  -1.93
P  -5.29  -1.03  -0.38
F  -5.75  -1.50  1.21
P  -3.63  -2.56  -0.14
C  -2.05  -1.65  -0.27
O  -3.65  -3.06  1.48
S  -6.64  -2.73  -1.24
O  -7.40  -2.13  -2.32
O  -6.02  -3.98  -1.60
C  -7.96  -3.10  0.06
F  -8.98  -3.78  -0.55
F  -7.48  -3.89  1.06
F  -8.49  -1.95  0.56
O  -4.47  0.31  0.29
C  -4.59  1.41  -0.57
C  -5.96  2.13  -0.55
C  -6.53  2.32  0.87
C  -8.00  1.87  0.93
C  -8.48  1.67  2.38
C  -9.66  2.55  2.76
H  -0.05  1.22  1.76
H  1.62  0.89  1.43
H  1.17  2.52  1.96
H  1.61  2.49  -0.47
H  0.61  1.08  -0.65
H  -0.01  3.98  -0.47
H  -1.15  3.07  0.47
H  -2.10  3.39  -1.71
H  -0.62  2.90  -2.52
H  -1.04  0.62  -2.00
H  -2.04  1.00  -0.64
H  -2.82  0.42  -3.42
H  -3.17  2.09  -3.11
H  -5.09  1.27  -2.67
H  -6.53  -0.38  -0.40
H  -1.90  -0.84  0.43
H  -1.26  -2.38  -0.07
H  -1.93  -1.34  -1.30
H  -2.74  -3.28  1.67
H  -3.85  2.16  -0.31
H  -5.83  3.07  -1.09
H  -6.67  1.54  -1.12
H  -5.98  1.70  1.57
H  -6.53  3.37  1.15
H  -8.63  2.61  0.43
H  -8.12  0.95  0.38
H  -8.71  0.63  2.58
H  -7.66  1.95  3.04
H  -10.03  2.30  3.75
H  -9.34  3.59  2.82
H  -10.48  2.48  2.05
O  1.66  -1.45  -1.18
C  1.96  -1.44  -2.34
O  1.58  -0.40  -3.10
C  2.05  -0.22  -4.45
C  1.19  -0.95  -5.45
C  2.67  -2.61  -2.99
H  3.10  -0.49  -4.53
H  1.99  0.85  -4.63
H  1.21  -2.03  -5.29
H  1.53  -0.74  -6.46
H  0.15  -0.64  -5.35
H  1.93  -3.33  -3.32
H  3.32  -3.07  -2.25
H  3.30  -2.33  -3.83
O  3.56  2.45  3.17
C  3.15  3.14  4.07
O  2.97  4.46  3.83
C  2.30  5.31  4.75
C  3.24  5.87  5.80
C  2.92  2.59  5.45
H  1.44  4.81  5.20
H  1.90  6.13  4.14
H  3.66  5.08  6.42
H  2.72  6.57  6.45
H  4.07  6.39  5.32
H  3.85  2.63  6.01
H  2.62  1.56  5.35
H  2.14  3.10  6.01
O  2.40  0.50  7.30
C  1.93  -0.58  7.51
O  0.60  -0.68  7.71
C  -0.10  -1.93  7.75
C  -0.09  -2.53  9.14
C  2.79  -1.82  7.63
H  0.29  -2.62  7.00
H  -1.12  -1.69  7.46
H  0.92  -2.77  9.47
H  -0.68  -3.44  9.16
H  -0.50  -1.83  9.86
H  3.12  -1.91  8.67
H  3.65  -1.69  6.99
H  2.29  -2.74  7.33
O  6.76  -3.36  -4.65
C  6.38  -4.48  -4.47
O  5.09  -4.68  -4.13
C  4.47  -5.96  -4.09
C  4.67  -6.66  -2.76
C  7.31  -5.66  -4.54
H  4.79  -6.57  -4.94
H  3.41  -5.76  -4.24
H  5.73  -6.86  -2.58
H  4.13  -7.60  -2.74
H  4.32  -6.03  -1.95
H  7.77  -5.81  -3.56
H  8.09  -5.44  -5.26
H  6.83  -6.59  -4.85
O  3.81  1.76  -5.92
C  4.91  1.90  -5.48
O  5.80  2.63  -6.18
C  7.07  3.02  -5.66
C  8.13  1.96  -5.88
C  5.37  1.22  -4.20
H  6.99  3.31  -4.61
H  7.33  3.92  -6.21
H  7.89  1.04  -5.34
H  9.10  2.32  -5.53
H  8.20  1.71  -6.94
H  5.74  0.22  -4.45
H  4.51  1.13  -3.54
H  6.14  1.76  -3.66